one.
{
  "formula": "C42H32AsClIrN5O3S",
  "method": "ωB97M-V with the def2-TZVPD basis set",
  "gap_ev": [6.649, 6.298],
  "spin_multiplicity": 2,
  "total_charge": 1,
  "s_squared": 0.755,
  "homo_energy_ev": [-10.17, -10.23],
  "elements": ["Ir", "N", "C", "S", "N", "N", "C", "C", "C", "C", "C", "C", "C", "O", "H", "H", "H", "H", "H", "H", "H", "Cl", "C", "C", "C", "C", "O", "C", "C", "N", "C", "C", "C", "C", "C", "C", "C", "C", "N", "C", "C", "H", "H", "H", "H", "H", "H", "H", "H", "H", "H", "O", "As", "C", "C", "C", "C", "C", "C", "C", "C", "C", "C", "C", "C", "C", "C", "C", "C", "C", "C", "H", "H", "H", "H", "H", "H", "H", "H", "H", "H", "H", "H", "H", "H", "H"],
  "xyz": [[-0.9826, 1.9617, 0.2404], [-1.2005, 4.6711, -3.1870], [-0.8367, 3.9190, -2.1144], [-2.0371, 3.7368, -0.8639], [0.3470, 3.4155, -2.0769], [0.5469, 2.5948, -0.9626], [1.7864, 2.4229, -0.6667], [2.3497, 1.6269, 0.3854], [3.7541, 1.6029, 0.4834], [4.3963, 0.8312, 1.4180], [3.6284, 0.0397, 2.2840], [2.2564, 0.0448, 2.2140], [1.5824, 0.8579, 1.2809], [0.2712, 0.8314, 1.3095], [-2.0059, 5.2662, -3.1109], [-0.4651, 4.9550, -3.8133], [2.4838, 2.9456, -1.3159], [4.3255, 2.2099, -0.2092], [5.4750, 0.8279, 1.4833], [4.1220, -0.5786, 3.0233], [1.6480, -0.5496, 2.8844], [-0.0675, 3.3175, 7.2797], [-0.1814, 3.2889, 5.5495], [0.5307, 4.2291, 4.7940], [0.4539, 4.2208, 3.4241], [-0.3477, 3.2870, 2.7488], [-0.3814, 3.3877, 1.4307], [-1.0676, 2.3465, 3.5127], [-1.9497, 1.3765, 2.9430], [-2.2858, 1.2918, 1.6988], [-3.2589, 0.3431, 1.2748], [-4.0916, -0.3883, 2.0783], [-4.9380, -1.3689, 1.5150], [-4.9667, -1.5828, 0.1656], [-4.1692, -0.7875, -0.6921], [-4.1691, -0.9036, -2.1035], [-3.3777, -0.0826, -2.8478], [-2.5704, 0.8660, -2.1942], [-2.5554, 0.9990, -0.8910], [-3.3290, 0.1788, -0.1254], [-0.9598, 2.3587, 4.9196], [1.1436, 4.9617, 5.3012], [1.0002, 4.9378, 2.8268], [-2.3770, 0.6574, 3.6386], [-4.1236, -0.2224, 3.1464], [-5.5704, -1.9522, 2.1697], [-5.6074, -2.3418, -0.2636], [-4.8043, -1.6437, -2.5741], [-3.3511, -0.1441, -3.9258], [-1.9316, 1.5327, -2.7570], [-1.5197, 1.6388, 5.5031], [-0.3741, -0.0918, -1.1180], [0.6993, -1.3673, -1.1349], [0.7268, -2.2618, 0.5529], [1.6973, -3.1823, 0.9330], [1.5847, -3.8297, 2.1550], [0.4983, -3.5776, 2.9812], [-0.4807, -2.6747, 2.5899], [-0.3643, -2.0116, 1.3783], [2.3962, -0.8101, -1.8159], [2.3229, 0.0431, -2.9176], [3.4868, 0.4891, -3.5217], [4.7215, 0.0787, -3.0331], [4.7919, -0.7600, -1.9322], [3.6297, -1.2029, -1.3149], [-0.0280, -2.6320, -2.3921], [-1.1793, -3.3146, -2.0063], [-1.8291, -4.1415, -2.9081], [-1.3427, -4.2737, -4.2025], [-0.1985, -3.5919, -4.5882], [0.4660, -2.7746, -3.6829], [2.5286, -3.4206, 0.2842], [2.3460, -4.5346, 2.4613], [0.4124, -4.0928, 3.9287], [-1.3361, -2.4872, 3.2270], [-1.1052, -1.2841, 1.0723], [1.3555, 0.3725, -3.2812], [3.4311, 1.1552, -4.3725], [5.6311, 0.4210, -3.5084], [5.7535, -1.0659, -1.5422], [3.7023, -1.8276, -0.4364], [-1.5615, -3.2099, -0.9963], [-2.7096, -4.6913, -2.6012], [-1.8528, -4.9145, -4.9094], [0.1860, -3.7015, -5.5934], [1.3724, -2.2664, -3.9860]],
  "mulliken_spin": [0.70, 0.00, 0.01, 0.00, 0.00, 0.00, -0.01, 0.01, -0.01, 0.02, -0.01, 0.02, 0.00, 0.07, 0.00, 0.00, 0.00, 0.00, 0.00, 0.00, 0.00, 0.00, 0.01, -0.01, 0.02, 0.03, 0.08, -0.03, -0.01, -0.01, 0.00, 0.00, 0.00, 0.00, 0.00, 0.00, 0.00, 0.00, 0.07, 0.00, -0.01, 0.00, 0.00, 0.00, 0.00, 0.00, 0.00, 0.00, 0.00, 0.00, 0.00, 0.03, 0.01, 0.00, 0.00, 0.00, 0.00, 0.00, 0.00, 0.00, 0.00, 0.00, 0.00, 0.00, 0.00, 0.01, 0.00, 0.00, 0.00, 0.00, 0.00, 0.00, 0.00, 0.00, 0.00, 0.01, 0.00, 0.00, 0.00, 0.00, 0.00, 0.00, 0.00, 0.00, 0.00, 0.00]
}

***

two.
{
  "formula": "C42H32AsClIrN5O3S",
  "method": "ωB97M-V with the def2-TZVPD basis set",
  "gap_ev": [4.539, 5.491],
  "spin_multiplicity": 2,
  "total_charge": 1,
  "s_squared": 1.020,
  "homo_energy_ev": [-9.38, -9.52],
  "elements": ["Ir", "N", "C", "S", "N", "N", "C", "C", "C", "C", "C", "C", "C", "O", "H", "H", "H", "H", "H", "H", "H", "Cl", "C", "C", "C", "C", "O", "C", "C", "N", "C", "C", "C", "C", "C", "C", "C", "C", "N", "C", "C", "H", "H", "H", "H", "H", "H", "H", "H", "H", "H", "O", "As", "C", "C", "C", "C", "C", "C", "C", "C", "C", "C", "C", "C", "C", "C", "C", "C", "C", "C", "H", "H", "H", "H", "H", "H", "H", "H", "H", "H", "H", "H", "H", "H", "H"],
  "xyz": [[1.4686, 0.6097, 0.7401], [0.7606, -3.7041, 1.7936], [1.0598, -2.3907, 1.7142], [2.3861, -1.9383, 0.7390], [0.3243, -1.5826, 2.4340], [0.4021, -0.2590, 2.3543], [-0.2362, 0.3330, 3.3418], [-0.3562, 1.6943, 3.6669], [-1.1267, 2.0158, 4.8080], [-1.2966, 3.3040, 5.2286], [-0.6971, 4.3615, 4.5152], [0.0780, 4.1074, 3.4262], [0.2953, 2.7716, 2.9382], [1.0087, 2.5960, 1.9239], [1.4042, -4.3606, 1.3891], [0.1753, -4.0145, 2.5502], [-0.7241, -0.3493, 4.0417], [-1.5880, 1.2085, 5.3590], [-1.8937, 3.5118, 6.1016], [-0.8633, 5.3781, 4.8373], [0.5532, 4.8987, 2.8688], [8.6252, -0.7633, 0.3310], [7.0040, -0.4058, 0.7655], [6.6135, -0.5138, 2.1117], [5.3457, -0.1552, 2.4737], [4.3902, 0.3114, 1.5278], [3.2405, 0.6548, 1.9497], [4.7785, 0.3401, 0.1267], [3.9030, 0.7087, -0.9197], [2.6733, 1.2039, -0.7962], [2.0678, 1.8669, -1.8200], [2.7143, 2.3456, -2.9728], [2.0145, 3.0476, -3.9413], [0.6599, 3.2941, -3.8220], [-0.0333, 2.8584, -2.6783], [-1.4138, 3.0520, -2.4672], [-1.9928, 2.6260, -1.2939], [-1.1997, 2.0167, -0.3225], [0.0911, 1.7966, -0.5136], [0.6834, 2.1693, -1.6589], [6.1031, -0.0024, -0.1981], [7.3107, -0.8836, 2.8456], [5.0260, -0.2177, 3.5022], [4.2965, 0.5577, -1.9228], [3.7743, 2.1951, -3.0915], [2.5456, 3.4165, -4.8064], [0.1230, 3.8408, -4.5833], [-2.0026, 3.5355, -3.2304], [-3.0434, 2.7796, -1.1011], [-1.6097, 1.7231, 0.6378], [6.4244, 0.0748, -1.2260], [0.0394, -0.8934, -0.5275], [-1.4969, -1.3281, -0.8929], [-1.9896, -0.5078, -2.5865], [-3.2968, -0.3723, -3.0365], [-3.5369, 0.2469, -4.2510], [-2.4824, 0.7114, -5.0202], [-1.1770, 0.5286, -4.5967], [-0.9321, -0.0816, -3.3791], [-2.7622, -0.9575, 0.5443], [-2.5958, -1.7051, 1.7038], [-3.4497, -1.5265, 2.7777], [-4.4791, -0.6037, 2.6961], [-4.6381, 0.1525, 1.5467], [-3.7798, -0.0173, 0.4715], [-1.3955, -3.2609, -1.0997], [-0.3441, -3.7114, -1.8893], [-0.1177, -5.0677, -2.0323], [-0.9359, -5.9757, -1.3808], [-1.9897, -5.5279, -0.6022], [-2.2271, -4.1689, -0.4592], [-4.1225, -0.7568, -2.4505], [-4.5485, 0.3685, -4.6043], [-2.6808, 1.2086, -5.9574], [-0.3572, 0.8727, -5.2097], [0.0821, -0.2289, -3.0211], [-1.7801, -2.4194, 1.7552], [-3.3222, -2.1178, 3.6714], [-5.1589, -0.4741, 3.5238], [-5.4405, 0.8720, 1.4838], [-3.9049, 0.5769, -0.4257], [0.3098, -2.9825, -2.3580], [0.6967, -5.4210, -2.6439], [-0.7590, -7.0346, -1.4860], [-2.6286, -6.2406, -0.1015], [-3.0490, -3.8247, 0.1596]],
  "mulliken_spin": [0.95, 0.00, 0.04, -0.18, -0.07, -0.04, 0.01, -0.05, 0.03, -0.03, 0.01, -0.01, 0.02, 0.06, 0.00, 0.00, 0.00, 0.00, 0.00, 0.00, 0.00, 0.00, 0.00, 0.00, 0.01, 0.01, 0.03, -0.02, -0.01, 0.01, 0.01, -0.01, 0.00, -0.01, 0.01, -0.01, 0.00, 0.00, 0.11, 0.03, 0.00, 0.00, 0.00, 0.00, 0.00, 0.00, 0.00, 0.00, 0.00, 0.00, 0.00, 0.06, 0.04, 0.00, 0.00, 0.00, 0.00, 0.00, 0.00, 0.00, 0.00, 0.00, 0.00, 0.00, 0.00, 0.01, 0.00, 0.00, 0.00, 0.00, 0.00, 0.00, 0.00, 0.00, 0.00, 0.00, 0.00, 0.00, 0.00, 0.00, 0.00, 0.00, 0.00, 0.00, 0.00, 0.00]
}

***

Relative stability in kJ/mol, measured from the most stable structure: one 0.0; two 277.9

***

one.
{
  "formula": "C2H8N2S",
  "method": "ωB97M-V with the def2-TZVPD basis set",
  "gap_ev": 5.335,
  "spin_multiplicity": 1,
  "homo_energy_ev": -6.07,
  "elements": ["S", "H", "C", "C", "N", "N", "H", "H", "H", "H", "H", "H", "H"],
  "xyz": [[2.1425, -0.0854, 2.0955], [3.0947, -0.9805, 2.3909], [-0.0633, -0.5034, -0.7984], [-0.5630, 0.3678, 0.1008], [-1.7324, 1.1948, -0.2992], [0.9787, -1.2953, -0.5732], [-0.5678, -0.6158, -1.7582], [-0.1457, 0.6245, 1.0572], [-1.4578, 2.1466, -0.5877], [-2.2320, 0.7529, -1.0715], [-2.3881, 1.2813, 0.4687], [1.5359, -1.0814, 0.2979], [1.3984, -1.8061, -1.3228]],
  "lowdin_charge": [-0.06, -0.40, -0.23, -0.15, 0.15, 0.06, 0.12, 0.02, 0.17, 0.15, 0.15, -0.07, 0.09]
}

***

two.
{
  "formula": "C2H8N2S",
  "method": "ωB97M-V with the def2-TZVPD basis set",
  "gap_ev": 6.761,
  "spin_multiplicity": 1,
  "homo_energy_ev": -6.61,
  "elements": ["C", "N", "C", "N", "H", "H", "H", "H", "H", "H", "H", "S", "H"],
  "xyz": [[1.2625, -1.3292, 1.1476], [0.1687, -0.4285, 1.5320], [-0.2207, 0.5346, 0.7457], [-1.2920, 1.2870, 0.9597], [0.9036, -2.3502, 1.2521], [2.1251, -1.1607, 1.7878], [1.5002, -1.1109, 0.1075], [-0.3271, -0.5830, 2.3987], [0.3537, 0.7509, -0.1711], [-1.8091, 1.2019, 1.8216], [-1.8044, 1.6687, 0.1810], [0.0668, -0.0442, -2.1986], [-1.1703, 0.4533, -2.3624]],
  "lowdin_charge": [-0.04, 0.00, -0.27, 0.16, 0.09, 0.09, 0.05, 0.15, -0.03, 0.11, 0.12, -0.03, -0.41]
}

***

three.
{
  "formula": "C2H8N2S",
  "method": "ωB97M-V with the def2-TZVPD basis set",
  "gap_ev": [8.669, 8.692],
  "spin_multiplicity": 1,
  "homo_energy_ev": [-8.69, -8.69],
  "elements": ["C", "C", "N", "N", "S", "H", "H", "H", "H", "H", "H", "H", "H"],
  "xyz": [[-0.0401, -0.3948, -2.0295], [0.0409, 0.7783, 1.7951], [-0.3975, -0.4796, -0.6782], [0.4052, 1.0204, 0.4540], [0.1331, -1.0372, 2.2962], [1.0872, -0.5392, -2.2865], [-0.4256, -1.3178, -2.4400], [-0.4501, 0.2927, -2.6076], [-0.8576, 1.2692, 2.0541], [0.9588, 1.1478, 2.3953], [-1.3261, -0.1158, -0.4959], [1.3912, 0.7964, 0.3580], [-0.5195, -1.4202, 1.1849]],
  "lowdin_charge": [-0.20, -0.63, -0.04, -0.03, 0.63, 0.12, 0.08, 0.02, 0.04, 0.09, 0.07, 0.05, -0.19]
}

***

Relative stability in kJ/mol, measured from the most stable structure: one 111.9; two 0.0; three 257.6

***

one.
{
  "formula": "C3H3OP",
  "method": "ωB97M-V with the def2-TZVPD basis set",
  "gap_ev": 8.370,
  "spin_multiplicity": 1,
  "homo_energy_ev": -9.29,
  "elements": ["C", "C", "C", "O", "P", "H", "H", "H"],
  "xyz": [[-1.1040, -1.9035, -0.3922], [-0.3825, -0.4348, 0.8873], [-0.8554, -1.0718, -1.2833], [-0.2925, -0.4144, -2.1175], [0.6728, 0.7596, 0.3618], [-1.6628, -2.3455, 0.3635], [0.6303, 1.9705, 1.2329], [0.4790, 1.1448, -0.9733]],
  "lowdin_charge": [0.05, -0.27, -0.46, -0.01, 0.77, 0.03, -0.03, -0.07]
}

***

two.
{
  "formula": "C3H3OP",
  "method": "ωB97M-V with the def2-TZVPD basis set",
  "gap_ev": 8.716,
  "smiles": "OP=c1cc1",
  "spin_multiplicity": 1,
  "homo_energy_ev": -8.44,
  "elements": ["O", "P", "C", "C", "C", "H", "H", "H"],
  "xyz": [[-0.8679, 0.7348, 2.5330], [-1.6901, -0.1576, 0.8311], [-0.4460, -0.0173, -0.2686], [0.0326, -0.3243, -1.6815], [0.9281, 0.0504, -0.7716], [0.0407, 0.3426, 2.5407], [0.0219, -0.6964, -2.7520], [1.9807, 0.0679, -0.4311]],
  "lowdin_charge": [-0.47, 0.92, -0.61, -0.01, -0.04, -0.03, 0.13, 0.12]
}

***

three.
{
  "formula": "C3H3OP",
  "method": "ωB97M-V with the def2-TZVPD basis set",
  "gap_ev": 7.884,
  "smiles": "O[C@]12[C@@H]3[C@H]1P32",
  "spin_multiplicity": 1,
  "homo_energy_ev": -7.82,
  "elements": ["O", "C", "C", "C", "P", "H", "H", "H"],
  "xyz": [[-1.2347, -0.1355, 1.3540], [-0.4709, 0.2212, 0.1647], [0.4157, -0.5768, -0.6866], [0.9089, 0.7280, -0.0706], [0.0951, 0.8615, -1.8109], [-2.1916, -0.3254, 1.1989], [0.7111, -1.5679, -0.6127], [1.7665, 0.7950, 0.4631]],
  "lowdin_charge": [-0.01, -0.42, -0.46, -0.35, 0.99, 0.11, 0.08, 0.05]
}

***

Relative stability in kJ/mol, measured from the most stable structure: one 264.6; two 0.0; three 71.0

***

one.
{
  "formula": "C3H3OP",
  "method": "ωB97M-V with the def2-TZVPD basis set",
  "gap_ev": 9.302,
  "spin_multiplicity": 1,
  "homo_energy_ev": -9.45,
  "elements": ["C", "C", "C", "O", "P", "H", "H", "H"],
  "xyz": [[0.7972, 0.9381, -2.2044], [0.4683, 0.4218, -1.1733], [-0.6120, -1.1650, 1.5020], [0.1447, 1.5049, 1.1635], [-0.0068, 0.1631, 0.6422], [0.7940, 1.1493, -3.2190], [-0.4340, -1.9966, 0.8435], [-1.1514, -1.0156, 2.4455]],
  "lowdin_charge": [0.05, -0.18, -0.21, -0.37, 0.70, 0.02, -0.02, 0.02]
}

***

two.
{
  "formula": "C3H3OP",
  "method": "ωB97M-V with the def2-TZVPD basis set",
  "gap_ev": 10.557,
  "spin_multiplicity": 1,
  "homo_energy_ev": -9.48,
  "elements": ["C", "C", "C", "O", "P", "H", "H", "H"],
  "xyz": [[-1.5300, -0.4834, 1.1157], [-0.5235, 0.0355, 0.7327], [0.4063, -1.0767, -2.2901], [1.3866, -1.5355, -1.9693], [0.9174, 1.0041, 0.8611], [-2.4184, -0.8832, 1.5125], [0.3041, 2.1420, 0.5002], [1.4575, 0.7972, -0.4628]],
  "lowdin_charge": [0.03, -0.55, -0.02, 0.01, 0.77, 0.02, -0.14, -0.12]
}

***

Relative stability in kJ/mol, measured from the most stable structure: one 85.9; two 0.0